# C33H32BF5O2S

A 2-piece molecular cluster, C33H32BF5O2S overall in a non-equilibrium geometry (ωB97M-V/def2-TZVPD, the OMol25 dataset).

```
74
Properties=species:S:1:pos:R:3:lowdin_charge:R:1
F -2.728 3.787 -3.128 0.043
C -2.828 2.524 -2.606 -0.250
C -4.045 1.863 -2.624 -0.019
C -4.088 0.572 -2.087 -0.066
C -2.937 -0.014 -1.547 -0.039
C -1.694 0.640 -1.633 -0.165
C -0.387 -0.097 -1.518 -0.106
C 0.851 0.709 -1.846 -0.040
C 1.774 0.215 -2.689 -0.058
C 3.038 0.812 -3.066 -0.208
C 3.275 2.193 -2.892 0.048
C 4.521 2.702 -3.241 -0.247
F 4.739 4.052 -3.092 0.030
C 5.562 1.914 -3.733 -0.018
C 5.332 0.536 -3.865 -0.077
C 4.082 -0.006 -3.566 -0.045
C -1.671 1.962 -2.073 0.033
H -4.911 2.369 -3.041 0.119
H -5.031 0.037 -2.091 0.105
H -2.999 -0.988 -1.059 0.122
H -0.433 -0.873 -2.318 0.172
H 0.930 1.703 -1.404 0.115
H 1.546 -0.746 -3.161 0.125
H 2.496 2.828 -2.478 0.121
H 6.517 2.363 -3.999 0.115
H 6.137 -0.110 -4.216 0.105
H 3.903 -1.075 -3.685 0.107
H -0.757 2.552 -2.084 0.121
C -2.400 -2.377 5.623 -0.120
C -1.642 -1.551 4.669 -0.584
C -0.433 -0.880 4.836 -0.115
C -0.191 0.048 3.773 -0.100
C -1.205 0.035 2.814 -0.475
B 0.046 -1.110 -0.447 -0.680
C -1.487 1.020 1.820 -0.234
C -0.563 2.052 1.544 -0.002
C -1.018 3.236 0.990 -0.003
C -2.400 3.423 0.821 -0.126
C -2.939 4.800 0.566 -0.521
F -4.058 4.744 -0.221 0.111
F -3.282 5.451 1.723 0.122
F -2.016 5.568 -0.078 0.117
C -3.284 2.348 0.905 -0.007
C -2.814 1.137 1.357 -0.051
O 1.235 -0.879 0.229 0.115
C 1.733 -2.214 0.514 -0.409
C 2.929 -2.349 -0.449 -0.003
C 2.237 -2.156 1.947 -0.011
C 0.449 -3.174 0.261 -0.412
C 0.509 -4.062 -0.987 -0.001
C -0.006 -3.950 1.486 -0.013
O -0.625 -2.241 -0.059 0.125
S -2.310 -1.266 3.097 1.106
H -1.887 -2.389 6.592 0.084
H -3.430 -2.001 5.772 0.085
H -2.469 -3.400 5.217 0.082
H 0.224 -1.046 5.685 0.110
H 0.633 0.759 3.736 0.114
H 0.480 1.945 1.834 0.122
H -0.313 4.024 0.747 0.125
H -4.329 2.443 0.617 0.132
H -3.511 0.296 1.434 0.095
H 3.427 -3.326 -0.346 0.096
H 2.637 -2.159 -1.495 0.074
H 3.657 -1.557 -0.197 0.101
H 2.650 -3.115 2.283 0.097
H 3.058 -1.428 2.001 0.097
H 1.448 -1.818 2.628 0.072
H 1.291 -4.820 -0.901 0.093
H -0.466 -4.556 -1.098 0.098
H 0.652 -3.457 -1.894 0.093
H 0.705 -4.745 1.742 0.097
H -0.145 -3.301 2.363 0.070
H -0.971 -4.429 1.286 0.096
```

Frontier orbital gap, eV: 7.8
E_HOMO, eV: -7.9
SMILES string: CC1(C)OB([C@H](/C=C/c2cccc(F)c2)c2cccc(F)c2)OC1(C)C.Cc1ccc(-c2ccc(C(F)(F)F)cc2)s1
Total charge: 0
M, g/mol: 598.5
Calculated total energy, eV: -63936.573
Energy relative to the best compared isomer or geometry (same formula, charge and spin), kcal/mol: 0.0
Max |F|, eV/Å: 2.7


# C5H10O

One molecule with the formula C5H10O in a non-equilibrium geometry (ωB97M-V/def2-TZVPD, the OMol25 dataset).

```
16
Properties=species:S:1:pos:R:3:nbo_charge:R:1
C -1.927 -0.334 0.474 -0.628
C -0.676 0.348 -0.110 0.099
O -0.984 1.679 -0.490 -0.710
C 0.583 0.346 0.743 -0.305
C 1.216 -0.965 1.059 -0.416
C 1.956 -0.050 0.160 -0.391
H -2.264 0.131 1.409 0.203
H -1.775 -1.401 0.669 0.209
H -2.740 -0.242 -0.256 0.220
H -0.426 -0.178 -1.040 0.166
H -1.026 2.189 0.331 0.459
H 0.969 1.301 1.043 0.245
H 1.605 -1.247 2.029 0.220
H 0.744 -1.778 0.511 0.217
H 2.030 -0.176 -0.908 0.210
H 2.805 0.455 0.632 0.204
```

Frontier orbital gap, eV: 10.7
E_HOMO, eV: -9.5
SMILES string: C[C@@H](O)C1CC1
Total charge: 0
M, g/mol: 86.1
Calculated total energy, eV: -7392.860
Energy relative to the best compared isomer or geometry (same formula, charge and spin), kcal/mol: 43.9
Max |F|, eV/Å: 2.2


# C27H23F6O2PRh

C27H23F6O2PRh as an isolated structure in a non-equilibrium geometry (ωB97M-V/def2-TZVPD, the OMol25 dataset).

```
60
Properties=species:S:1:pos:R:3:nbo_charge:R:1
Rh 0.186 -0.156 -0.556 0.861
C -3.162 -5.935 -1.057 -0.169
C -2.058 -5.736 -1.873 -0.188
C -1.451 -4.491 -1.934 -0.216
C -1.962 -3.441 -1.175 -0.306
C -3.070 -3.644 -0.353 -0.195
C -3.670 -4.890 -0.297 -0.201
P -1.296 -1.772 -1.307 1.106
C 0.315 -1.883 -2.144 -0.460
C 1.324 -2.637 -1.501 -0.186
C 2.581 -2.711 -2.056 -0.193
C 2.860 -2.024 -3.238 -0.152
C 1.883 -1.282 -3.878 -0.146
C 0.604 -1.216 -3.342 -0.165
C -2.372 -0.781 -2.348 -0.310
C -3.267 -1.188 -3.305 -0.181
C -4.037 -0.222 -3.979 -0.217
C -3.954 1.105 -3.638 -0.154
C -3.077 1.552 -2.620 0.027
C -3.047 2.880 -2.137 -0.203
C -2.261 3.205 -1.065 -0.177
C -1.406 2.253 -0.465 -0.254
C -1.343 0.980 -0.975 -0.018
C -2.244 0.592 -2.009 -0.153
H -3.630 -6.909 -1.013 0.232
H -1.666 -6.551 -2.466 0.231
H -0.591 -4.343 -2.574 0.228
H -3.470 -2.828 0.238 0.221
H -4.529 -5.047 0.340 0.233
H 1.107 -3.155 -0.574 0.234
H 3.354 -3.288 -1.568 0.236
H 3.854 -2.078 -3.663 0.233
H 2.113 -0.753 -4.793 0.231
H -0.168 -0.637 -3.833 0.241
H -3.393 -2.239 -3.535 0.231
H -4.727 -0.538 -4.749 0.233
H -4.594 1.827 -4.128 0.229
H -3.680 3.626 -2.599 0.228
H -2.267 4.214 -0.676 0.230
H -0.771 2.559 0.356 0.231
C -0.704 0.092 2.422 -0.245
O 0.386 0.111 1.479 -0.693
H -1.165 1.076 2.497 0.195
H -0.322 -0.231 3.389 0.204
H -1.424 -0.628 2.046 0.201
H 1.093 0.714 1.752 0.528
C 4.338 1.070 -0.740 -0.625
C 2.876 1.530 -0.712 0.098
O 2.083 0.408 -0.715 -0.815
C 2.665 2.395 0.544 0.957
F 2.783 1.615 1.655 -0.343
F 3.538 3.384 0.664 -0.294
F 1.425 2.921 0.606 -0.331
C 2.567 2.353 -1.986 0.959
F 1.246 2.526 -2.150 -0.321
F 3.015 1.710 -3.073 -0.320
F 3.137 3.564 -1.965 -0.313
H 4.563 0.546 0.187 0.233
H 5.026 1.906 -0.858 0.236
H 4.460 0.384 -1.573 0.236
```

Frontier orbital gap (spin up / spin down), eV: 6.7 / 6.7
E_HOMO (spin up / spin down), eV: -11.0 / -11.0
Total charge: +1
M, g/mol: 627.3
Calculated total energy, eV: -61063.204
Energy relative to the best compared isomer or geometry (same formula, charge and spin), kcal/mol: 10.4
Max |F|, eV/Å: 1.3


# C21H41N3O3PS

An isolated ion of composition C21H41N3O3PS and charge +1 in a non-equilibrium geometry (ωB97M-V/def2-TZVPD, the OMol25 dataset).

```
70
Properties=species:S:1:pos:R:3:nbo_charge:R:1
C -1.838 5.488 -0.455 -0.636
C -0.324 4.907 -0.189 -0.413
C 0.595 5.372 -1.487 -0.417
C 0.946 4.031 -2.364 -0.416
C -0.239 3.600 -3.427 -0.416
C -1.070 2.271 -2.918 -0.419
C -1.626 1.496 -4.259 -0.421
C -2.879 0.447 -3.927 -0.410
C -2.335 -1.100 -3.667 -0.474
C -2.031 -1.380 -2.047 0.274
N -3.200 -1.354 -1.122 -0.200
N -2.962 -1.584 0.198 -0.264
S -4.429 -1.588 1.218 0.228
C -1.687 -1.835 0.957 0.256
C -1.512 -2.073 2.568 -0.498
C -1.242 -3.644 2.968 -0.431
C -0.681 -3.700 4.541 -0.078
O 0.594 -2.982 4.719 -0.577
C 0.466 -1.879 5.703 -0.289
C -0.275 -1.897 0.061 0.251
N 1.087 -2.183 0.651 -0.671
C 1.803 -0.933 1.115 -0.254
C 3.403 -1.105 0.668 -0.424
C 4.167 -2.299 1.532 -0.420
C 4.705 -1.588 2.931 -0.640
C -0.446 -1.658 -1.587 -0.397
P 1.020 -1.724 -2.819 1.341
O 1.699 -3.324 -2.717 -0.945
O 2.193 -0.468 -2.536 -0.942
H -1.752 6.677 -0.402 0.217
H -2.278 5.240 -1.514 0.209
H -2.508 5.113 0.432 0.213
H -0.330 3.736 -0.189 0.187
H 0.055 5.376 0.822 0.220
H -0.045 6.175 -2.094 0.212
H 1.568 5.934 -1.124 0.222
H 1.249 3.172 -1.628 0.188
H 1.896 4.291 -3.028 0.223
H 0.265 3.302 -4.466 0.217
H -1.004 4.477 -3.617 0.221
H -0.341 1.605 -2.285 0.182
H -2.022 2.641 -2.317 0.215
H -0.801 0.847 -4.807 0.215
H -2.004 2.302 -5.055 0.229
H -3.571 0.820 -3.055 0.227
H -3.538 0.407 -4.917 0.235
H -1.416 -1.391 -4.340 0.264
H -3.253 -1.811 -3.928 0.255
H -5.092 -2.840 1.039 0.177
H -0.524 -1.483 2.885 0.267
H -2.368 -1.642 3.237 0.274
H -2.262 -4.251 2.993 0.235
H -0.519 -4.196 2.218 0.220
H -1.463 -3.220 5.303 0.191
H -0.523 -4.806 4.904 0.219
H -0.186 -0.978 5.321 0.173
H 0.019 -2.210 6.734 0.198
H 1.540 -1.416 5.939 0.221
H 1.028 -2.857 1.445 0.405
H 1.331 0.073 0.748 0.217
H 1.824 -0.948 2.306 0.212
H 3.399 -1.483 -0.457 0.232
H 3.984 -0.083 0.710 0.224
H 3.461 -3.221 1.739 0.203
H 5.125 -2.717 0.960 0.231
H 3.825 -1.754 3.718 0.207
H 4.872 -0.444 2.676 0.211
H 5.719 -2.037 3.326 0.235
H 0.887 -3.937 -2.645 0.500
H 1.852 0.227 -1.899 0.503
```

Frontier orbital gap, eV: 6.2
E_HOMO, eV: -11.4
Total charge: +1
M, g/mol: 446.6
Calculated total energy, eV: -53157.193
Energy relative to the best compared isomer or geometry (same formula, charge and spin), kcal/mol: 174.9
Max |F|, eV/Å: 7.0


# C4H4N2O

One molecule with the formula C4H4N2O in a non-equilibrium geometry (ωB97M-V/def2-TZVPD, the OMol25 dataset).

```
11
Properties=species:S:1:pos:R:3:nbo_charge:R:1
C 0.053 -0.271 -0.316 0.037
C -0.675 -1.428 0.089 0.336
C 0.558 0.629 0.455 -0.290
C 0.491 0.749 1.965 0.253
H -0.563 0.306 -2.619 0.425
H 0.950 0.895 -1.560 0.385
H -0.715 -2.492 -0.596 0.193
H 0.874 1.737 0.197 0.258
N 0.262 0.027 -1.694 -0.823
N 0.489 1.186 3.084 -0.302
O -1.725 -1.337 0.994 -0.472
```

Frontier orbital gap, eV: 8.4
E_HOMO, eV: -9.8
SMILES string: N#C/C=C(/N)C=O
Total charge: 0
M, g/mol: 96.1
Calculated total energy, eV: -9235.117
Energy relative to the best compared isomer or geometry (same formula, charge and spin), kcal/mol: 123.9
Max |F|, eV/Å: 9.9


Q: Which formula does entry 5 have?
A: C4H4N2O